No. 1
{
  "formula": "C7H12",
  "method": "ωB97M-V/def2-TZVPD",
  "e_lumo_ev": 1.007,
  "homo_lumo_gap_ev": 9.883,
  "e_tot_ev": -7450.19637,
  "smiles": "C=CCC(=C)CC",
  "e_above_lowest_kj_mol": 312.1,
  "species": ["C", "C", "C", "C", "C", "C", "C", "H", "H", "H", "H", "H", "H", "H", "H", "H", "H", "H", "H"],
  "xyz": [[-0.13, -1.98, -1.24], [1.06, -1.81, -0.67], [1.56, -0.81, 0.34], [0.33, 0.06, 0.73], [0.05, 0.39, 1.97], [-0.38, 0.89, -0.28], [-1.53, 1.86, -0.15], [-0.25, -2.82, -1.93], [-0.97, -1.37, -1.14], [1.82, -2.27, -1.23], [2.26, -0.06, -0.30], [2.25, -1.21, 1.06], [0.76, 0.43, 2.82], [-0.94, 0.74, 2.23], [-0.69, 0.37, -1.17], [0.54, 1.32, -0.65], [-2.32, 1.26, 0.44], [-2.03, 2.09, -1.05], [-1.39, 2.91, 0.23]]
}

=====

No. 2
{
  "formula": "C22H27N3O7",
  "method": "ωB97M-V/def2-TZVPD",
  "e_lumo_ev": -0.434,
  "homo_lumo_gap_ev": 7.875,
  "e_tot_ev": -42039.59219,
  "smiles": "C[C@@H](C#N)[C@H](C#N)CCC(=O)Nc1ccccc1.C[C@@H]1COC(=O)O1.C[C@@H]1COC(=O)O1",
  "e_above_lowest_kj_mol": 1715.4,
  "species": ["C", "C", "C", "N", "C", "C", "N", "C", "C", "C", "O", "N", "C", "C", "C", "C", "C", "C", "H", "H", "H", "H", "H", "H", "H", "H", "H", "H", "H", "H", "H", "H", "H", "C", "C", "C", "O", "C", "O", "O", "H", "H", "H", "H", "H", "H", "C", "C", "C", "O", "C", "O", "O", "H", "H", "H", "H", "H", "H"],
  "xyz": [[2.24, -0.88, -2.07], [1.07, -0.39, -0.98], [0.96, -1.65, 0.12], [1.11, -2.53, 1.07], [1.61, 1.00, -0.22], [0.96, 1.10, 1.27], [0.48, 1.24, 2.49], [1.47, 2.30, -1.17], [0.46, 3.48, -0.67], [-1.10, 3.26, -1.25], [-1.29, 3.11, -2.59], [-2.34, 3.28, -0.39], [-3.06, 1.97, -0.77], [-4.20, 1.87, -1.97], [-4.82, 0.35, -2.26], [-4.31, -0.98, -1.38], [-3.19, -0.85, -0.17], [-2.59, 0.64, 0.11], [2.86, 0.04, -2.50], [3.03, -1.60, -1.54], [1.76, -1.52, -2.95], [0.04, -0.24, -1.51], [2.78, 0.81, -0.06], [2.54, 2.74, -1.43], [1.03, 1.92, -2.22], [0.48, 3.72, 0.48], [0.82, 4.48, -1.21], [-2.96, 4.09, -0.68], [-4.56, 2.81, -2.59], [-5.64, 0.23, -3.10], [-4.74, -2.07, -1.58], [-2.79, -1.74, 0.47], [-1.79, 0.78, 0.96], [-0.30, -4.58, -4.75], [-1.29, -3.63, -4.10], [-1.00, -3.38, -2.65], [-2.28, -3.10, -2.12], [-3.18, -3.76, -2.91], [-4.35, -3.93, -2.63], [-2.58, -4.21, -4.06], [-0.53, -4.69, -5.82], [0.73, -4.22, -4.66], [-0.37, -5.58, -4.31], [-1.35, -2.70, -4.67], [-0.32, -2.53, -2.50], [-0.59, -4.25, -2.13], [2.10, 0.60, 5.06], [3.11, 1.02, 6.11], [2.84, 2.37, 6.70], [4.13, 2.82, 7.06], [5.01, 2.20, 6.22], [6.18, 2.51, 6.09], [4.39, 1.19, 5.53], [2.32, -0.41, 4.71], [1.08, 0.61, 5.46], [2.15, 1.26, 4.19], [3.19, 0.25, 6.89], [2.18, 2.32, 7.57], [2.41, 3.08, 5.97]]
}

=====

No. 3
{
  "formula": "C29H38N4O2P2V",
  "method": "ωB97M-V/def2-TZVPD",
  "e_lumo_ev": [-0.049, -0.394],
  "homo_lumo_gap_ev": [7.212, 6.468],
  "e_tot_ev": -85001.94781,
  "e_above_lowest_kj_mol": 243.2,
  "multiplicity": 4,
  "species": ["V", "C", "C", "C", "C", "C", "C", "C", "C", "C", "H", "H", "H", "H", "H", "H", "H", "H", "H", "H", "H", "H", "H", "H", "H", "P", "P", "N", "N", "N", "N", "C", "C", "C", "C", "C", "C", "C", "C", "C", "C", "C", "C", "C", "C", "C", "C", "C", "C", "H", "H", "H", "H", "H", "H", "H", "H", "H", "H", "H", "H", "H", "H", "H", "H", "H", "H", "H", "H", "C", "C", "O", "O", "H", "H", "H"],
  "xyz": [[-0.36, -1.85, -0.09], [0.12, -7.38, -0.88], [1.32, -6.98, -1.29], [1.76, -6.89, -2.70], [0.68, -6.42, -3.71], [-0.37, -5.41, -3.31], [-1.45, -5.64, -2.54], [-1.93, -7.06, -2.44], [-0.92, -8.02, -1.75], [-1.41, 0.06, -0.90], [-0.14, -7.32, 0.17], [2.11, -6.87, -0.54], [2.17, -7.85, -3.10], [2.60, -6.18, -2.69], [1.28, -5.92, -4.50], [0.19, -7.30, -4.17], [-0.30, -4.49, -3.94], [-2.12, -4.86, -2.15], [-2.11, -7.48, -3.46], [-2.88, -7.09, -1.90], [-1.53, -8.67, -1.11], [-0.41, -8.61, -2.52], [-1.57, -0.31, 0.18], [-2.45, 0.22, -1.30], [-0.94, 1.08, -0.78], [-0.42, -1.16, -2.21], [1.87, -1.96, -0.38], [-1.95, -1.79, -2.90], [0.04, 0.11, -3.32], [1.07, -3.31, 0.73], [3.37, -2.01, 0.42], [0.75, -2.52, -2.81], [2.05, -2.78, -2.03], [-3.10, -1.91, -2.13], [-4.16, -2.25, -2.97], [-3.63, -2.39, -4.29], [-2.26, -2.11, -4.22], [-0.76, 1.22, -3.55], [-0.16, 2.00, -4.53], [0.99, 1.29, -4.99], [1.08, 0.13, -4.24], [-0.19, -3.17, 1.45], [-0.61, -4.47, 1.82], [0.47, -5.34, 1.56], [1.44, -4.61, 0.84], [4.08, -2.99, 1.12], [5.17, -2.40, 1.77], [5.12, -0.99, 1.48], [4.02, -0.77, 0.66], [0.91, -2.42, -3.90], [0.11, -3.39, -2.63], [2.23, -3.86, -1.86], [2.95, -2.34, -2.51], [-3.10, -1.65, -1.08], [-5.18, -2.41, -2.65], [-4.20, -2.68, -5.15], [-1.52, -2.12, -5.00], [-1.64, 1.39, -2.95], [-0.45, 2.99, -4.81], [1.69, 1.62, -5.74], [1.81, -0.66, -4.26], [-0.52, -2.19, 1.88], [-1.63, -4.71, 2.15], [0.57, -6.39, 1.83], [2.35, -5.00, 0.43], [3.80, -4.02, 1.10], [5.88, -2.91, 2.40], [5.78, -0.23, 1.89], [3.62, 0.13, 0.23], [1.46, 1.86, 2.16], [1.16, 0.75, 1.16], [1.59, 0.89, -0.03], [0.53, -0.27, 1.62], [1.74, 2.77, 1.64], [2.28, 1.55, 2.81], [0.62, 2.03, 2.84]]
}

=====

No. 4
{
  "formula": "AlH14O7",
  "method": "ωB97M-V/def2-TZVPD",
  "e_lumo_ev": -18.029,
  "homo_lumo_gap_ev": 5.356,
  "e_tot_ev": -21121.31161,
  "e_above_lowest_kj_mol": 393.8,
  "total_charge": 3,
  "species": ["Al", "O", "H", "H", "O", "H", "H", "O", "H", "H", "O", "H", "H", "O", "H", "H", "O", "H", "H", "O", "H", "H"],
  "xyz": [[-0.43, -0.31, 0.53], [0.95, 2.07, 0.09], [0.74, 2.84, -0.46], [1.58, 2.39, 0.75], [0.87, 0.08, -2.00], [1.46, 0.77, -2.34], [0.76, -0.53, -2.75], [0.96, -2.56, -0.63], [1.16, -3.40, -0.18], [1.76, -2.35, -1.15], [-1.73, 1.76, 2.07], [-1.95, 2.59, 1.63], [-2.05, 1.87, 2.98], [-1.78, 1.82, -0.95], [-2.25, 2.58, -0.57], [-2.24, 1.64, -1.79], [-1.88, -2.78, 0.42], [-2.79, -3.09, 0.56], [-1.38, -3.57, 0.18], [2.38, -0.56, 1.07], [2.75, -1.34, 1.52], [3.13, 0.06, 1.01]]
}

=====

No. 5
{
  "formula": "C5H9NO2",
  "method": "ωB97M-V/def2-TZVPD",
  "e_lumo_ev": 0.935,
  "homo_lumo_gap_ev": 9.957,
  "e_tot_ev": -10915.28341,
  "smiles": "COC(=O)[C@H]1C[C@H]1N",
  "e_above_lowest_kj_mol": 124.7,
  "species": ["C", "O", "C", "O", "C", "C", "C", "N", "H", "H", "H", "H", "H", "H", "H", "H", "H"],
  "xyz": [[1.08, -2.28, -0.68], [0.50, -1.01, -0.41], [0.97, -0.32, 0.64], [1.87, -0.71, 1.34], [0.29, 0.98, 0.84], [-0.08, 1.84, -0.35], [-1.16, 1.25, 0.50], [-2.04, 0.21, 0.07], [1.67, -2.21, -1.59], [1.73, -2.57, 0.16], [0.27, -3.00, -0.81], [0.69, 1.49, 1.71], [0.13, 2.90, -0.29], [0.08, 1.40, -1.32], [-1.67, 1.92, 1.19], [-2.81, 0.59, -0.47], [-1.53, -0.47, -0.50]]
}

=====

No. 6
{
  "formula": "C12H20BCaClFLi2NO14S2",
  "method": "ωB97M-V/def2-TZVPD",
  "e_lumo_ev": -2.860,
  "homo_lumo_gap_ev": 1.598,
  "e_tot_ev": -99345.57003,
  "species": ["C", "B", "O", "S", "O", "O", "N", "S", "O", "O", "C", "C", "O", "Cl", "H", "H", "H", "H", "H", "H", "C", "C", "C", "O", "C", "H", "H", "H", "H", "H", "H", "H", "H", "C", "C", "O", "C", "O", "O", "F", "H", "H", "H", "Li", "Li", "C", "O", "O", "O", "Ca", "C", "O", "H", "H", "H"],
  "xyz": [[1.70, -1.26, -0.25], [1.87, 0.31, -0.71], [3.21, 0.86, -1.02], [0.29, 1.37, -0.85], [0.75, 2.80, -0.55], [-0.17, 1.24, -2.32], [-0.89, 0.98, 0.32], [-2.37, 0.43, -0.35], [-2.99, 1.36, -1.37], [-3.36, 0.38, 0.81], [-2.33, -1.36, -0.97], [-1.79, -1.53, -2.46], [-2.15, -0.81, -3.40], [-0.59, -2.88, -2.82], [0.64, -1.60, -0.60], [1.84, -1.33, 0.87], [2.44, -1.92, -0.84], [3.33, 0.74, -1.99], [-3.43, -1.71, -0.96], [-1.80, -2.03, -0.20], [2.49, -4.28, 4.36], [1.08, -4.56, 3.89], [1.04, -3.85, 2.55], [2.37, -3.90, 2.02], [3.27, -4.34, 3.05], [2.86, -4.99, 5.10], [2.55, -3.28, 4.78], [0.94, -5.65, 3.75], [0.31, -4.21, 4.59], [0.76, -2.80, 2.66], [0.35, -4.32, 1.84], [3.58, -5.36, 2.82], [4.15, -3.70, 3.07], [-0.27, 5.65, -2.52], [1.22, 5.56, -2.64], [1.51, 6.41, -3.73], [0.53, 7.35, -3.73], [0.59, 8.38, -4.33], [-0.53, 6.98, -2.94], [1.60, 4.31, -2.95], [-0.79, 4.95, -3.18], [-0.61, 5.48, -1.50], [1.76, 5.90, -1.75], [-1.30, 7.04, -0.75], [-1.32, -5.52, 3.77], [-3.99, 6.75, 1.84], [-4.82, 6.78, 2.76], [-3.40, 5.71, 1.43], [-3.61, 7.76, 1.18], [0.94, -0.70, -2.67], [-1.46, -5.50, -0.64], [-0.49, -4.86, -1.26], [-2.41, -4.94, -0.45], [-1.86, -6.41, -1.12], [-1.24, -5.89, 0.39]]
}